Entry from the OMol25 dataset: a structure of composition C32H36ClIMoN6O4SeSi2Te (ωB97M-V/def2-TZVPD).

Cartesian coordinates (Å):
I  4.023  2.580  -1.122
Te  -0.914  2.370  -0.299
Mo  1.751  1.325  -0.070
Se  4.317  -5.395  -3.134
Cl  0.802  -2.384  4.505
Si  -2.861  2.169  -3.011
Si  -3.163  0.984  2.297
O  0.923  0.237  6.481
O  2.194  1.817  5.585
O  1.849  2.711  1.359
O  0.928  3.434  3.281
N  1.564  0.000  -1.869
N  3.142  -4.188  -3.690
N  4.731  -4.483  -1.670
N  3.154  -0.332  0.204
N  0.969  -0.940  2.265
N  1.100  0.330  1.833
C  1.210  0.335  4.073
C  2.310  -1.126  -1.870
C  2.278  -2.049  -2.909
C  -4.434  1.982  3.218
C  1.018  -0.957  3.618
C  -1.466  2.896  -4.028
C  1.429  -3.176  1.396
C  3.969  -0.408  1.259
C  4.060  -2.385  -0.629
C  -0.486  -2.768  -0.588
C  -2.131  1.154  -1.566
C  4.865  -1.455  1.423
C  -2.086  2.349  1.493
C  -0.254  -1.778  0.355
C  3.196  -1.299  -0.730
C  1.447  -1.790  -4.000
C  3.127  -3.229  -2.802
C  0.798  0.245  -2.932
C  0.709  -1.993  1.333
C  0.709  -0.625  -4.011
C  -3.887  3.517  -2.237
C  4.914  -2.455  0.471
C  1.948  2.972  -1.403
C  -3.885  0.991  -4.025
C  -4.005  -0.176  1.096
C  1.239  1.099  2.903
C  1.343  2.563  2.583
C  1.176  -4.164  0.455
C  -2.159  -0.045  3.486
C  0.227  -3.959  -0.539
C  1.484  0.870  5.446
C  4.009  -3.393  -1.681
H  -0.743  3.449  -3.421
H  -4.698  0.562  -3.437
H  -3.285  0.168  -4.420
H  -4.709  0.338  0.437
H  0.031  -4.736  -1.267
H  0.337  -0.482  6.211
H  -1.420  2.780  2.248
H  -4.589  -0.885  1.689
H  -4.687  3.103  -1.620
H  -4.358  4.126  -3.011
H  0.241  1.172  -2.927
H  -0.935  2.143  -4.615
H  2.178  -3.323  2.163
H  -4.334  1.508  -4.876
H  -1.538  -0.777  2.967
H  -1.578  0.262  -1.865
H  -2.946  0.828  -0.923
H  3.908  0.397  1.981
H  -2.781  3.156  1.241
H  1.731  2.901  -2.466
H  5.600  -3.288  0.559
H  -1.534  0.575  4.132
H  1.410  -2.495  -4.820
H  -3.290  4.194  -1.620
H  -0.818  -0.853  0.347
H  1.724  -5.096  0.499
H  -5.074  1.328  3.813
H  -5.077  2.540  2.534
H  -3.969  2.698  3.899
H  -2.845  -0.605  4.127
H  -1.879  3.610  -4.744
H  -1.243  -2.618  -1.348
H  0.070  -0.373  -4.846
H  -3.319  -0.766  0.485
H  1.723  3.951  -0.993
H  5.516  -1.467  2.285

Properties
* charge: +2
* E_HOMO (spin up / spin down): -0.5133 / -0.5214 Ha
* spin multiplicity: 3
* energy above the lowest of the compared OMol25 structures with the same formula, charge and spin: 0.0 kcal per mole
* gap between HOMO and LUMO (spin up / spin down): 7.323 / 7.120 eV
* energy: -161762.3145 eV

Results of the Löwdin charge analysis, in e, for atoms 1 through 8:
1. I 1.0540
2. Te 1.4255
3. Mo 1.2101
4. Se 1.2253
5. Cl 0.8842
6. Si 0.3985
7. Si 0.4482
8. O 0.1474